Record 1
{"formula": "C34H35ClN2O3S", "method": "wB97M-V/def2-TZVPD", "total_energy_ha": -2510.3018, "homo_ev": -7.87, "smiles": "CC(C)(C)Sc1c(CC(C)(C)C(=O)O)n(Cc2ccc(Cl)cc2)c2ccc(OCc3ccc4ccccc4n3)cc12", "spin_multiplicity": 1, "elements": ["C", "C", "C", "C", "S", "C", "C", "C", "C", "C", "C", "C", "O", "O", "N", "C", "C", "C", "C", "C", "Cl", "C", "C", "C", "C", "C", "C", "O", "C", "C", "C", "C", "C", "C", "C", "C", "C", "C", "N", "C", "C", "H", "H", "H", "H", "H", "H", "H", "H", "H", "H", "H", "H", "H", "H", "H", "H", "H", "H", "H", "H", "H", "H", "H", "H", "H", "H", "H", "H", "H", "H", "H", "H", "H", "H", "H"], "xyz": [[-3.592, -1.270, 1.876], [-2.843, -2.329, 1.083], [-3.809, -3.162, 0.249], [-2.006, -3.211, 1.998], [-1.729, -1.512, -0.171], [-0.531, -0.668, 0.804], [0.770, -1.082, 0.986], [1.351, -2.359, 0.492], [2.120, -2.257, -0.848], [1.499, -1.225, -1.785], [2.106, -3.641, -1.521], [3.590, -1.974, -0.589], [4.202, -2.375, 0.369], [4.178, -1.289, -1.569], [1.447, -0.133, 1.711], [2.836, -0.140, 2.072], [3.720, 0.605, 1.096], [3.204, 1.461, 0.133], [4.040, 2.105, -0.764], [5.406, 1.895, -0.693], [6.457, 2.681, -1.820], [5.942, 1.056, 0.273], [5.097, 0.419, 1.162], [0.602, 0.923, 1.956], [0.837, 2.142, 2.581], [-0.180, 3.073, 2.583], [-1.424, 2.795, 2.001], [-2.393, 3.783, 1.969], [-2.532, 4.440, 0.709], [-2.400, 3.486, -0.452], [-1.118, 3.200, -0.979], [-0.988, 2.197, -1.897], [-2.131, 1.476, -2.298], [-2.089, 0.386, -3.188], [-3.237, -0.277, -3.520], [-4.472, 0.125, -2.987], [-4.549, 1.183, -2.126], [-3.380, 1.878, -1.752], [-3.482, 2.873, -0.848], [-1.687, 1.556, 1.448], [-0.661, 0.620, 1.398], [-2.905, -0.674, 2.473], [-4.139, -0.611, 1.206], [-4.304, -1.748, 2.548], [-3.267, -3.899, -0.341], [-4.366, -2.523, -0.432], [-4.512, -3.681, 0.898], [-1.499, -3.986, 1.428], [-1.259, -2.618, 2.524], [-2.647, -3.690, 2.737], [0.510, -3.036, 0.333], [2.017, -2.803, 1.236], [1.962, -1.279, -2.766], [0.433, -1.418, -1.879], [1.636, -0.220, -1.396], [1.085, -3.906, -1.783], [2.704, -3.628, -2.430], [2.509, -4.396, -0.849], [5.121, -1.161, -1.377], [2.937, 0.314, 3.065], [3.190, -1.172, 2.140], [2.140, 1.637, 0.076], [3.632, 2.763, -1.514], [7.009, 0.905, 0.326], [5.508, -0.247, 1.906], [1.796, 2.377, 3.018], [-0.027, 4.046, 3.025], [-3.530, 4.882, 0.725], [-1.774, 5.234, 0.627], [-0.262, 3.760, -0.631], [-0.023, 1.931, -2.308], [-1.134, 0.082, -3.593], [-3.202, -1.121, -4.194], [-5.366, -0.416, -3.262], [-5.487, 1.504, -1.699], [-2.654, 1.340, 1.025]], "atomic_forces_ev_per_a": [[0.1, -0.1, -0.1], [0.3, 0.1, -0.1], [0.2, 0.1, 0.0], [-0.1, 0.1, -0.1], [-0.2, 0.0, 0.3], [-0.2, -0.5, -0.4], [-0.5, -0.2, 0.1], [0.3, 0.0, 0.0], [-0.1, 0.0, -0.1], [0.1, -0.1, 0.0], [0.1, 0.1, 0.1], [0.1, -0.1, 0.2], [0.1, -0.2, 0.1], [0.1, 0.2, -0.6], [0.0, -0.1, 0.0], [0.3, 0.0, 0.1], [0.0, 0.1, 0.0], [0.1, -0.1, 0.1], [0.2, 0.0, -0.1], [-0.2, -0.1, 0.1], [0.1, 0.1, -0.1], [0.1, 0.0, 0.0], [-0.1, 0.1, 0.0], [-0.7, 0.3, 0.0], [0.2, 0.0, 0.0], [-0.2, 0.2, 0.0], [0.0, -0.2, 0.1], [0.1, -0.3, 0.3], [0.0, 0.3, -0.2], [0.0, 0.1, -0.1], [0.0, -0.1, -0.4], [0.0, 0.2, 0.2], [-0.3, 0.2, 0.2], [-0.1, -0.1, -0.1], [0.3, 0.0, -0.1], [-0.2, 0.1, 0.1], [-0.1, -0.2, -0.1], [0.5, -0.3, -0.3], [-0.3, 0.4, 0.4], [0.0, 0.1, 0.3], [0.5, 0.2, 0.3], [0.0, 0.1, 0.1], [-0.1, 0.1, 0.0], [-0.1, -0.1, 0.1], [0.0, -0.1, -0.1], [-0.1, 0.0, -0.1], [-0.1, 0.0, 0.1], [0.1, -0.1, 0.0], [0.1, 0.0, 0.1], [-0.1, -0.1, 0.1], [0.1, 0.0, 0.0], [-0.1, -0.1, 0.0], [0.0, 0.0, -0.1], [-0.1, 0.0, 0.0], [0.0, 0.1, 0.0], [-0.1, 0.0, 0.0], [0.0, 0.0, -0.1], [0.0, -0.1, 0.1], [-0.1, -0.1, 0.2], [0.0, -0.1, -0.1], [-0.1, 0.1, 0.1], [-0.1, 0.0, 0.0], [0.0, 0.1, -0.1], [0.1, 0.0, 0.0], [0.1, -0.1, 0.1], [0.1, 0.1, 0.0], [0.0, 0.1, 0.1], [0.2, 0.0, -0.1], [-0.1, -0.1, 0.0], [0.1, 0.0, 0.1], [0.1, 0.0, 0.0], [0.1, -0.1, -0.1], [0.0, -0.1, -0.1], [-0.1, 0.0, 0.0], [-0.1, 0.0, 0.0], [-0.1, 0.0, -0.1]]}

***

Record 2
{"formula": "C34H35N12O2S4Tl", "method": "wB97M-V/def2-TZVPD", "total_energy_ha": -3889.6409, "homo_ev": -1.67, "charge": -2, "spin_multiplicity": 1, "elements": ["Tl", "N", "C", "S", "N", "N", "C", "C", "C", "C", "C", "C", "C", "C", "C", "C", "C", "C", "N", "H", "H", "H", "H", "H", "H", "H", "H", "H", "H", "H", "S", "C", "C", "C", "C", "N", "C", "C", "C", "S", "C", "N", "H", "H", "N", "C", "C", "C", "C", "N", "C", "N", "N", "C", "O", "O", "H", "H", "H", "H", "H", "H", "H", "H", "H", "H", "H", "H", "H", "H", "N", "C", "S", "N", "C", "C", "C", "C", "C", "C", "H", "H", "H", "H", "H", "H", "H", "H"], "xyz": [[-1.631, -0.418, 0.273], [-2.636, -4.322, 2.955], [-2.535, -3.457, 1.895], [-3.265, -1.913, 2.096], [-1.879, -3.969, 0.867], [-1.803, -3.156, -0.204], [-1.078, -3.561, -1.188], [-0.261, -4.806, -1.144], [-0.454, -5.827, -2.068], [0.326, -6.976, -2.029], [1.315, -7.107, -1.065], [1.516, -6.087, -0.142], [0.732, -4.945, -0.174], [-1.002, -2.695, -2.387], [0.023, -2.857, -3.327], [0.085, -2.005, -4.412], [-0.866, -1.003, -4.539], [-1.840, -0.908, -3.557], [-1.924, -1.734, -2.520], [-2.817, -3.903, 3.852], [-1.996, -5.101, 2.932], [-1.225, -5.719, -2.823], [0.160, -7.767, -2.751], [1.928, -8.000, -1.033], [2.288, -6.182, 0.612], [0.876, -4.146, 0.545], [0.773, -3.622, -3.181], [0.886, -2.101, -5.134], [-0.845, -0.298, -5.360], [-2.591, -0.124, -3.594], [0.545, 1.558, 2.856], [0.088, 0.113, 3.724], [-0.482, 0.257, 4.995], [-0.886, -0.820, 5.772], [-1.452, -0.589, 7.067], [-1.890, -0.390, 8.114], [-0.715, -2.120, 5.266], [-0.142, -2.282, 4.015], [0.272, -1.206, 3.218], [0.938, -1.573, 1.651], [-1.137, -3.275, 5.999], [-1.466, -4.223, 6.566], [-0.612, 1.260, 5.381], [-0.021, -3.281, 3.616], [-2.896, 2.105, 1.416], [-3.664, 3.281, 1.034], [-3.321, 4.534, 1.869], [-1.833, 4.903, 1.955], [-1.211, 5.544, 0.709], [-1.092, 4.690, -0.470], [-0.311, 3.612, -0.557], [0.781, 3.488, 0.220], [-0.591, 2.694, -1.476], [-3.597, 3.573, -0.495], [-3.923, 4.734, -0.851], [-3.279, 2.635, -1.263], [-3.177, 1.759, 2.326], [-1.902, 2.288, 1.502], [-4.717, 3.044, 1.222], [-3.663, 4.350, 2.893], [-3.886, 5.380, 1.472], [-1.245, 4.035, 2.273], [-1.711, 5.637, 2.759], [-0.225, 5.954, 0.953], [-1.830, 6.382, 0.389], [-1.911, 4.716, -1.075], [0.833, 4.099, 1.017], [1.038, 2.529, 0.463], [-1.606, 2.578, -1.656], [-0.018, 1.856, -1.514], [2.565, 0.846, 0.399], [2.796, 0.838, -0.910], [1.839, -0.010, -1.987], [3.886, 1.612, -1.281], [4.371, 1.857, -2.576], [3.529, 2.209, -3.629], [4.070, 2.498, -4.871], [5.442, 2.462, -5.082], [6.280, 2.130, -4.029], [5.747, 1.823, -2.786], [1.937, 0.158, 0.873], [3.156, 1.368, 1.029], [4.569, 1.746, -0.552], [2.463, 2.247, -3.466], [3.404, 2.765, -5.683], [5.853, 2.692, -6.057], [7.353, 2.095, -4.172], [6.401, 1.541, -1.968]], "atomic_forces_ev_per_a": [[0.1, 0.0, -0.1], [0.0, 0.0, -0.1], [0.1, 0.0, 0.1], [0.0, 0.0, 0.0], [0.0, 0.0, 0.0], [0.0, 0.0, 0.0], [0.0, 0.0, 0.0], [0.0, 0.0, 0.0], [0.0, 0.0, 0.0], [0.0, 0.0, 0.0], [0.0, 0.0, 0.0], [0.0, 0.0, 0.0], [0.0, 0.0, 0.0], [0.0, 0.0, 0.0], [0.0, 0.0, 0.0], [0.0, 0.0, 0.0], [0.0, 0.0, 0.0], [0.0, 0.0, 0.0], [0.0, 0.0, 0.0], [0.0, 0.0, 0.0], [0.0, 0.0, 0.0], [0.0, 0.0, 0.0], [0.0, 0.0, 0.0], [0.0, 0.0, 0.0], [0.0, 0.0, 0.0], [0.0, 0.0, 0.0], [0.0, 0.0, 0.0], [0.0, 0.0, 0.0], [0.0, 0.0, 0.0], [0.0, 0.0, 0.0], [-0.1, 0.1, -0.1], [0.1, 0.1, 0.0], [0.0, 0.0, 0.0], [0.0, 0.0, 0.0], [0.0, 0.0, 0.0], [0.0, 0.0, 0.0], [0.0, 0.0, 0.0], [0.0, 0.0, 0.0], [0.0, -0.1, 0.0], [0.1, 0.1, 0.0], [0.1, 0.0, 0.0], [0.0, 0.0, 0.0], [0.0, 0.0, 0.0], [0.0, 0.0, 0.0], [-0.1, -0.1, 0.1], [0.3, 0.1, 0.0], [0.0, 0.0, 0.0], [0.0, 0.0, 0.0], [0.0, 0.0, 0.0], [0.0, 0.0, 0.1], [-0.1, -0.1, -0.1], [0.0, -0.1, 0.1], [0.1, 0.0, 0.0], [-0.8, -0.2, -0.1], [0.3, 0.1, 0.1], [0.3, 0.1, 0.0], [0.0, 0.0, 0.0], [0.1, 0.0, 0.0], [0.0, 0.1, -0.1], [0.0, 0.0, 0.0], [0.0, 0.0, 0.0], [0.0, 0.0, 0.0], [0.0, 0.0, 0.0], [0.0, 0.0, 0.0], [0.0, 0.0, 0.0], [0.0, 0.0, 0.0], [0.0, 0.0, 0.0], [0.0, 0.1, 0.0], [-0.1, 0.0, 0.0], [0.0, 0.0, 0.0], [0.2, -0.1, 0.1], [0.0, 0.1, 0.1], [-0.1, 0.0, -0.1], [0.0, -0.1, 0.0], [0.0, 0.0, 0.0], [0.0, 0.0, 0.0], [0.0, 0.0, 0.0], [0.0, 0.0, 0.0], [0.0, 0.0, 0.0], [0.0, 0.0, 0.0], [-0.1, 0.0, -0.2], [0.0, 0.0, 0.0], [0.0, 0.0, 0.0], [0.0, 0.0, 0.0], [0.0, 0.0, 0.0], [0.0, 0.0, 0.0], [0.0, 0.0, 0.0], [0.0, 0.0, 0.0]]}

***

Record 3
{"formula": "C34H35N2OY", "method": "wB97M-V/def2-TZVPD", "total_energy_ha": -1539.6837, "homo_ev": -6.70, "spin_multiplicity": 1, "elements": ["C", "C", "C", "H", "C", "C", "H", "C", "C", "C", "H", "C", "C", "H", "H", "H", "H", "H", "H", "Y", "C", "C", "C", "H", "H", "H", "H", "H", "H", "C", "C", "H", "H", "O", "N", "C", "H", "C", "C", "H", "C", "H", "C", "H", "C", "H", "C", "H", "H", "H", "C", "C", "C", "C", "C", "C", "N", "C", "C", "C", "C", "C", "C", "H", "H", "H", "H", "H", "H", "H", "H", "H", "H"], "xyz": [[-2.809, -1.623, 0.923], [-3.014, -0.420, 0.162], [-2.081, -0.409, -0.937], [-3.822, 0.285, 0.362], [-1.301, -1.609, -0.859], [-1.766, -2.367, 0.272], [-0.514, -1.884, -1.579], [-0.259, 1.686, 2.694], [-1.500, 1.895, 2.010], [-1.183, 2.317, 0.674], [-2.494, 1.816, 2.459], [0.249, 2.388, 0.510], [0.795, 1.968, 1.774], [-1.993, 0.337, -1.738], [-1.459, -3.371, 0.573], [-3.470, -2.006, 1.716], [1.856, 1.973, 2.035], [-1.922, 2.620, -0.067], [-0.171, 1.437, 3.755], [-0.839, -0.273, 1.210], [0.999, 3.189, -0.581], [1.714, 4.360, 0.162], [0.017, 3.841, -1.561], [0.980, 5.003, 0.683], [2.244, 4.988, -0.566], [2.449, 4.007, 0.901], [-0.726, 4.451, -1.020], [-0.509, 3.107, -2.190], [0.584, 4.520, -2.215], [2.143, 2.426, -1.426], [1.914, 1.353, -2.532], [2.752, 1.943, -0.642], [2.749, 3.231, -1.899], [2.193, 0.105, -2.248], [1.609, 1.523, -3.842], [1.164, 0.265, -4.501], [1.695, 2.425, -4.377], [-0.312, 0.258, -4.789], [-1.057, -0.938, -4.815], [-0.559, -1.880, -4.568], [-2.408, -0.889, -5.156], [-2.967, -1.814, -5.252], [-3.038, 0.337, -5.385], [-4.081, 0.364, -5.690], [-2.329, 1.528, -5.219], [-2.798, 2.498, -5.363], [-0.977, 1.491, -4.872], [-0.425, 2.415, -4.662], [1.369, -0.458, -3.671], [1.779, -0.045, -5.375], [3.540, -3.912, 0.970], [3.473, -2.535, 0.718], [2.403, -1.778, 1.188], [1.441, -2.387, 2.035], [1.486, -3.777, 2.253], [2.527, -4.534, 1.712], [0.399, -1.607, 2.555], [-0.105, -1.759, 3.846], [-1.414, -1.292, 4.143], [-1.933, -1.423, 5.426], [-1.162, -2.000, 6.446], [0.145, -2.430, 6.173], [0.667, -2.313, 4.881], [4.374, -4.496, 0.573], [4.254, -2.045, 0.136], [2.309, -0.711, 0.942], [0.679, -4.257, 2.808], [2.555, -5.613, 1.867], [-2.019, -0.836, 3.331], [-2.944, -1.065, 5.622], [-1.582, -2.103, 7.450], [0.750, -2.859, 6.974], [1.689, -2.634, 4.677]], "atomic_forces_ev_per_a": [[-0.7, -0.6, -1.7], [-0.5, -0.9, -0.8], [-0.7, -0.7, 0.2], [0.5, -0.1, -0.1], [-0.8, -0.2, 0.1], [-0.7, 0.0, -0.5], [-0.4, 0.1, 0.6], [0.0, 0.9, -0.4], [0.6, 1.1, 0.0], [0.4, 0.2, 0.3], [0.3, 0.1, -0.3], [-0.9, -0.4, 0.8], [-0.5, -0.1, 0.2], [0.0, -0.3, 0.6], [0.2, 0.5, -0.1], [0.6, 0.4, -0.3], [-0.4, -0.2, -0.1], [0.2, -0.2, 0.2], [0.1, -0.1, -0.5], [3.6, 0.9, 0.7], [0.0, -0.3, -0.5], [0.0, -0.1, -0.1], [-0.2, 0.1, 0.0], [0.3, -0.4, -0.2], [-0.1, -0.1, 0.1], [-0.3, 0.0, -0.2], [0.2, -0.3, -0.2], [0.1, 0.2, 0.2], [-0.2, -0.2, 0.0], [-0.1, 0.4, 0.2], [1.8, -4.4, 1.5], [0.0, 0.0, -0.7], [-0.3, -0.4, 0.3], [-1.0, 4.3, 1.3], [-0.2, 1.2, -1.1], [0.4, -0.5, 0.4], [-0.4, -1.4, 1.3], [-0.5, 0.6, 0.6], [0.3, 0.7, -0.3], [-0.2, 0.2, -0.3], [0.2, 0.1, 0.1], [0.0, 0.1, 0.1], [0.2, 0.1, -0.1], [0.1, 0.0, 0.1], [0.2, -0.2, 0.2], [-0.1, -0.2, 0.1], [-0.2, -0.5, -0.4], [-0.4, -0.4, -0.3], [-0.1, 0.3, -1.3], [-0.3, 0.5, 0.5], [0.0, 0.2, 0.0], [-0.2, -0.3, -0.2], [-0.3, -0.4, 0.5], [-0.2, 0.2, 0.1], [0.5, -0.1, -0.4], [0.1, 0.4, 0.0], [-0.5, 0.2, 0.1], [0.4, -0.2, -0.7], [0.5, -0.1, -0.2], [0.3, 0.0, 0.0], [-0.1, 0.1, 0.0], [-0.4, 0.2, -0.4], [-0.2, -0.1, 0.8], [-0.3, 0.2, 0.2], [-0.2, -0.2, 0.0], [0.2, -0.4, 0.2], [0.3, 0.2, 0.0], [0.0, 0.3, 0.0], [0.1, -0.3, 0.7], [0.2, -0.1, 0.1], [0.2, 0.0, -0.4], [-0.2, 0.1, -0.3], [-0.3, 0.1, 0.0]]}